(1)
C5H14NO | the ωB97M-V functional and the def2-TZVPD basis

```
! wB97M-V def2-TZVPD RIJCOSX def2/J DEFGRID3
* xyz 1 1
C -0.93 -1.47 0.41
C -1.27 0.01 0.51
C 0.03 0.86 0.36
C 0.89 1.11 1.37
C 2.17 1.98 1.22
N 0.16 -1.70 -0.58
H -1.90 -2.08 0.06
H -0.60 -1.98 1.30
H -1.65 0.28 1.47
H -2.04 0.41 -0.20
H 0.15 1.43 -0.68
H 0.61 0.61 2.31
H 2.97 1.75 1.93
H 1.70 3.08 1.37
H 2.39 2.08 0.13
H 1.01 -1.24 -0.19
H -0.27 -1.45 -1.54
H 0.30 -2.72 -0.51
H -0.79 0.36 -2.94
H -1.72 -0.83 -3.25
O -1.23 -0.49 -2.56
*
```

The value obtained for the energy above the lowest of the compared OMol25 structures with the same formula, charge and spin is 49.9 kcal/mol. The frontier orbital gap is 9.9 eV. As for the total energy: -8941.844 eV. The HOMO energy comes out at -0.480 hartree. Its LUMO energy is -3.17 eV.


(2)
C5H10N2O3 | the ωB97M-V functional and the def2-TZVPD basis

```
! wB97M-V def2-TZVPD RIJCOSX def2/J DEFGRID3
* xyz 0 1
C -2.74 -0.39 1.29
C -2.18 -0.35 -0.13
N -1.56 -1.67 -0.51
C -1.20 0.81 -0.33
O -1.64 1.94 -0.54
N 0.14 0.60 -0.20
C 1.13 -0.36 -0.54
C 2.44 0.02 0.13
O 2.70 1.11 0.59
O 3.16 -1.08 0.10
H -3.82 -0.63 1.38
H -2.16 -1.13 1.82
H -2.63 0.48 2.12
H -3.12 -0.27 -0.77
H -1.16 -1.55 -1.35
H -2.39 -2.21 -0.70
H 0.74 1.43 -0.15
H 0.83 -1.40 -0.19
H 1.21 -0.37 -1.59
H 3.94 -0.97 0.65
*
```

The value obtained for the energy above the lowest of the compared OMol25 structures with the same formula, charge and spin is 48.4 kcal/mol. The frontier orbital gap is 10.0 eV. The SMILES is C[C@H](N)C(=O)NCC(=O)O. As for the total energy: -14469.054 eV. The HOMO energy comes out at -0.350 hartree. Its LUMO energy is 0.48 eV.


(3)
C3H12NaO3 | the ωB97M-V functional and the def2-TZVPD basis

```
! wB97M-V def2-TZVPD RIJCOSX def2/J DEFGRID3
* xyz 1 1
Na -16.03 -9.69 22.57
C -15.38 -8.15 24.33
O -14.68 -9.18 23.77
H -14.93 -7.86 25.28
H -15.53 -7.31 23.65
H -16.38 -8.36 24.71
H -13.79 -9.21 24.13
C -15.72 -8.61 20.38
O -16.64 -8.32 21.46
H -16.14 -9.13 19.52
H -14.96 -7.87 20.14
H -15.12 -9.42 20.81
H -17.08 -7.49 21.29
C -17.12 -11.73 23.16
O -17.57 -10.44 23.47
H -17.74 -12.54 23.53
H -17.19 -11.79 22.07
H -16.05 -11.89 23.32
H -18.45 -10.39 23.10
*
```

The value obtained for the energy above the lowest of the compared OMol25 structures with the same formula, charge and spin is 48.7 kcal/mol. The frontier orbital gap is 12.1 eV. As for the total energy: -13856.955 eV. The HOMO energy comes out at -0.555 hartree. Its LUMO energy is -3.02 eV.


(4)
C2H10NO | the ωB97M-V functional and the def2-TZVPD basis

```
! wB97M-V def2-TZVPD RIJCOSX def2/J DEFGRID3
* xyz 1 1
N 1.63 -2.06 0.64
H 0.74 -2.36 0.24
H 1.57 -1.03 0.62
H 1.69 -2.41 1.60
H 2.44 -2.41 0.12
C -0.84 0.73 0.18
O 0.33 0.05 -0.41
C -1.50 1.70 -0.77
H -1.49 -0.07 0.53
H -0.45 1.25 1.06
H 0.91 0.79 -0.66
H -1.68 2.67 -0.31
H -0.91 1.80 -1.69
H -2.45 1.34 -1.16
*
```

The value obtained for the energy above the lowest of the compared OMol25 structures with the same formula, charge and spin is 17.1 kcal/mol. The frontier orbital gap is 10.9 eV. As for the total energy: -5766.942 eV. The HOMO energy comes out at -0.545 hartree. Its LUMO energy is -3.94 eV.


Repeat the third record exactly.
C3H12NaO3 | the ωB97M-V functional and the def2-TZVPD basis

```
! wB97M-V def2-TZVPD RIJCOSX def2/J DEFGRID3
* xyz 1 1
Na -16.03 -9.69 22.57
C -15.38 -8.15 24.33
O -14.68 -9.18 23.77
H -14.93 -7.86 25.28
H -15.53 -7.31 23.65
H -16.38 -8.36 24.71
H -13.79 -9.21 24.13
C -15.72 -8.61 20.38
O -16.64 -8.32 21.46
H -16.14 -9.13 19.52
H -14.96 -7.87 20.14
H -15.12 -9.42 20.81
H -17.08 -7.49 21.29
C -17.12 -11.73 23.16
O -17.57 -10.44 23.47
H -17.74 -12.54 23.53
H -17.19 -11.79 22.07
H -16.05 -11.89 23.32
H -18.45 -10.39 23.10
*
```

The value obtained for the energy above the lowest of the compared OMol25 structures with the same formula, charge and spin is 48.7 kcal/mol. The frontier orbital gap is 12.1 eV. As for the total energy: -13856.955 eV. The HOMO energy comes out at -0.555 hartree. Its LUMO energy is -3.02 eV.


What is the formula in the third record?
C3H12NaO3